Record 1
Below is a structure of composition C27H18F4MgN5O8 at a distorted geometry, with properties calculated with ωB97M-V with the def2-TZVPD basis set.

Results
max |F|	0.0267	Eh/bohr
spin multiplicity	1
DFT total energy	-68440.1294	eV
total charge	-1
LUMO level (spin up / spin down)	-1.169 / -1.166	eV

Last column: Mulliken charge in e.
Atoms and positions in Å:
Mg1 0.669418 -1.179467 0.096729  2.063
O1 2.616301 -1.131240 -0.588326  -0.518
C1 3.495930 -0.840172 0.490288  -0.767
C2 2.847598 0.117584 1.490452  -0.459
N1 1.526184 -0.365289 1.885529  0.180
C3 1.565509 -1.470744 2.825889  -0.791
C4 1.729249 -2.859993 2.078295  0.549
O2 2.282617 -3.752027 2.724382  -0.821
O3 1.250674 -2.878097 0.907802  -0.808
C5 0.588847 0.729913 2.121016  -0.799
C6 0.324740 1.438164 0.763593  0.457
O4 0.099630 2.655357 0.743088  -0.738
O5 0.409754 0.677278 -0.252222  -0.716
H1 2.632277 -0.433485 -1.256540  0.186
H2 3.704581 -1.792427 0.977632  0.320
H3 4.440683 -0.414716 0.139415  0.547
H4 3.508243 0.236954 2.361706  0.458
H5 2.729000 1.092299 1.015418  0.202
H6 2.384129 -1.396702 3.550740  0.261
H7 0.612913 -1.551820 3.349604  0.296
H8 -0.362877 0.320644 2.457113  0.242
H9 0.951809 1.466138 2.848982  0.454
C7 -4.112799 -4.081149 3.782990  -0.796
O6 -4.243012 -4.572901 2.467990  -0.469
C8 -3.453913 -4.011990 1.516850  1.237
C9 -3.597917 -4.556058 0.220559  -1.006
C10 -2.813076 -4.087678 -0.791033  -0.874
C11 -1.860788 -3.062471 -0.602381  0.115
C12 -0.995947 -2.644042 -1.671532  1.163
C13 -1.192595 -3.232643 -3.054527  -2.032
O7 -0.070854 -1.822210 -1.541146  -0.400
C14 -1.761497 -2.451972 0.700110  -0.084
O8 -1.013091 -1.453101 0.944598  -0.324
C15 -2.567620 -2.994347 1.746770  -0.444
H10 -4.818077 -4.644318 4.389975  0.235
H11 -4.360202 -3.017232 3.840413  0.313
H12 -3.101576 -4.230211 4.170987  0.331
H13 -4.317565 -5.348856 0.066247  0.403
H14 -2.915175 -4.537698 -1.770244  0.352
H15 -2.198312 -3.027969 -3.422553  0.445
H16 -1.039873 -4.311793 -3.033613  0.435
H17 -0.461705 -2.781388 -3.721315  0.309
H18 -2.433725 -2.558927 2.727536  0.320
F1 2.581253 2.340507 -1.580227  -0.477
C16 1.601761 3.217677 -1.651161  0.309
C17 1.838059 4.441263 -1.147825  0.935
F2 3.007163 4.676967 -0.574710  -0.335
C18 0.889127 5.511351 -1.251937  0.319
C19 -0.398762 5.126488 -1.760823  0.176
C20 -0.653362 3.891134 -2.225009  -0.120
F3 -1.851428 3.635804 -2.718571  -0.323
C21 0.350823 2.863150 -2.276290  0.716
C22 0.130962 1.659887 -2.903553  1.262
C23 1.178482 0.720431 -3.113973  -0.200
N2 2.041622 -0.010978 -3.312986  -0.651
C24 -1.132364 1.266297 -3.422678  -0.387
N3 -2.122266 0.892746 -3.871503  -0.576
F4 -1.360578 6.037073 -1.804747  -0.320
C25 1.209225 6.814877 -0.954199  0.818
C26 2.490863 7.234652 -0.495092  -0.045
N4 3.500762 7.665592 -0.153959  -0.543
C27 0.325793 7.913947 -1.158806  -0.054
N5 -0.305025 8.861932 -1.319216  -0.531

Cartesian forces, eV/Å:
0.34 -0.94 0.29
0.41 0.25 -0.42
0.15 0.09 0.45
0.01 -0.19 -0.07
0.06 0.45 0.17
0.14 -0.85 -0.24
0.08 0.46 0.67
-0.19 0.03 -0.28
0.53 -0.76 0.28
0.13 0.33 -0.14
0.15 0.23 0.41
-0.07 -0.17 -0.09
-0.08 1.26 -0.33
0.22 0.01 -0.03
0.04 -0.02 -0.12
-0.05 -0.07 -0.10
0.01 0.03 -0.03
0.04 0.06 0.03
-0.11 0.15 0.05
0.00 0.16 0.04
0.02 -0.06 0.05
-0.04 -0.01 -0.04
-0.02 0.05 0.17
-0.06 -0.05 -0.01
0.24 0.16 -0.22
-0.16 -0.19 -0.09
0.04 -0.05 0.02
0.15 0.20 0.21
-0.20 -0.19 -0.11
0.08 0.14 0.05
-0.44 -0.43 -1.06
-0.05 0.10 -0.10
-1.23 -0.22 0.56
-0.09 0.02 0.17
0.01 -0.01 -0.01
0.00 -0.01 -0.03
0.00 -0.01 -0.04
0.02 0.00 -0.01
-0.02 0.00 0.01
-0.01 -0.04 -0.01
-0.02 -0.01 -0.02
-0.01 0.00 0.00
0.00 0.03 -0.05
0.13 -0.44 0.02
0.19 0.69 0.13
-0.08 -0.57 -0.31
0.19 0.09 0.10
0.22 0.85 0.24
-0.24 -0.47 -0.22
-0.09 0.58 0.24
-0.14 -0.03 -0.01
-0.12 -1.06 -0.51
0.24 1.14 0.53
0.30 -0.26 0.17
-0.04 0.04 -0.13
-0.40 -0.21 -0.22
0.09 -0.02 0.01
-0.13 0.13 0.02
-0.23 -0.74 -0.15
0.42 0.08 0.12
-0.07 -0.03 0.01
-0.31 0.34 -0.03
0.04 -0.07 0.02

***

Record 2
Below is a structure of composition C27H18F5IrN5S3 at a distorted geometry, with properties calculated with ωB97M-V with the def2-TZVPD basis set.

Results
max |F|	0.0259	Eh/bohr
spin multiplicity	2
DFT total energy	-84657.6494	eV
total charge	+2
expectation value of S²	0.761
relative energy (zero: lowest compared OMol25 entry of this formula, charge and spin)	35.3	kcal per mole
LUMO level (spin up / spin down)	-7.784 / -9.243	eV

Last column: Mulliken spin population.
Atoms and positions in Å:
Ir1 0.115381 -0.160432 -0.006624  0.579
S1 -0.014340 -0.541853 2.307415  0.142
C1 -1.071556 -1.739659 1.675497  -0.022
N1 -1.078709 -1.718965 0.318321  0.119
C2 -1.946152 -2.688541 -0.222400  -0.002
C3 -2.145790 -3.020283 -1.555621  0.025
C4 -3.051608 -4.026164 -1.845989  -0.012
C5 -3.732558 -4.703233 -0.834514  0.028
C6 -3.506629 -4.405117 0.498704  -0.011
C7 -2.603452 -3.395814 0.789577  0.017
S2 -2.103690 -2.863864 2.389293  -0.014
H1 -1.590245 -2.537136 -2.346206  0.000
H2 -3.225766 -4.299319 -2.877482  0.000
H3 -4.432184 -5.486177 -1.091420  0.001
H4 -4.011850 -4.948904 1.285152  0.000
F1 -2.837149 0.354142 1.087245  0.006
C8 -2.303686 1.464581 0.584458  0.026
C9 -1.015244 1.467560 0.038879  0.131
C10 -0.552152 2.671104 -0.491588  -0.046
F2 0.672343 2.732550 -1.036012  -0.011
C11 -1.307786 3.825873 -0.469622  -0.010
F3 -0.823885 4.948396 -0.967513  -0.001
C12 -2.584323 3.792708 0.076541  0.057
F4 -3.316026 4.880012 0.097691  0.009
C13 -3.084483 2.606548 0.596817  -0.018
F5 -4.300745 2.570787 1.105061  -0.002
S3 -0.759982 1.661890 -6.298909  0.000
C14 -0.443374 0.992597 -4.679458  0.001
C15 -1.470226 0.439723 -3.917820  -0.003
C16 -1.192691 -0.048829 -2.661715  0.004
N2 0.044751 -0.026536 -2.123294  -0.010
C17 1.035584 0.502141 -2.862187  0.003
C18 0.832173 1.012139 -4.125225  -0.002
C19 -0.343257 0.186070 -7.228741  0.000
C20 0.959826 -0.041226 -7.642737  0.000
C21 1.217355 -1.194838 -8.372320  0.000
N3 0.284740 -2.085432 -8.694037  0.000
C22 -0.961113 -1.843809 -8.300003  0.000
C23 -1.332201 -0.724446 -7.565618  0.000
H5 -2.478638 0.390375 -4.304593  0.000
H6 -1.979116 -0.472194 -2.050938  0.006
H7 2.025209 0.482646 -2.425972  0.000
H8 1.665477 1.423414 -4.677284  0.000
H9 1.751072 0.662737 -7.424224  0.000
H10 2.222085 -1.406652 -8.719393  0.000
H11 -1.705352 -2.577568 -8.587435  0.000
H12 -2.363369 -0.564285 -7.281919  0.000
C24 5.288770 2.026908 0.253037  0.000
N4 4.179808 1.066350 0.205407  0.002
C25 4.293595 -0.297921 0.233536  0.002
C26 3.033835 -0.799983 0.172961  -0.009
N5 2.155988 0.264706 0.101361  0.030
C27 2.883649 1.376940 0.124453  -0.010
H13 6.216550 1.471226 0.344184  0.000
H14 5.172796 2.677450 1.115813  0.000
H15 5.307316 2.614523 -0.660995  0.000
H16 5.245148 -0.795046 0.303510  0.000
H17 2.708061 -1.827301 0.184933  0.000
H18 2.503915 2.382734 0.097768  -0.005

Cartesian forces, eV/Å:
0.79 -1.06 0.14
0.00 -0.18 -0.28
0.01 -0.04 -0.23
-1.03 0.36 0.26
0.29 0.13 0.24
-0.04 -0.09 -0.09
0.05 0.06 -0.02
-0.01 -0.01 0.06
-0.03 -0.03 -0.01
0.03 -0.01 0.07
-0.02 -0.08 -0.09
-0.01 -0.06 0.02
0.01 -0.01 0.00
0.00 0.00 0.00
-0.01 0.00 0.00
0.04 -0.07 0.02
0.10 0.18 -0.02
0.02 -0.22 0.10
-0.14 -0.03 -0.12
-0.05 0.03 -0.04
0.06 -0.05 -0.01
0.01 0.03 0.00
-0.01 0.02 0.00
-0.02 0.02 0.00
0.01 -0.04 0.01
-0.01 0.00 0.01
-0.02 0.01 0.01
0.01 -0.05 0.01
0.01 -0.05 -0.04
0.02 0.03 0.03
-0.26 0.50 -0.02
0.22 -0.32 0.02
0.03 -0.08 -0.06
0.03 -0.02 0.01
-0.03 0.01 0.00
0.05 -0.02 -0.03
-0.01 0.04 0.06
-0.03 -0.05 -0.02
0.02 0.02 0.01
-0.01 0.02 0.01
0.00 0.13 0.02
-0.06 0.10 0.03
0.00 0.01 0.01
0.00 0.01 -0.02
0.00 0.01 0.00
-0.01 0.01 0.00
-0.01 0.00 -0.01
-0.03 -0.01 0.02
0.04 0.05 -0.02
0.01 -0.07 0.03
-0.08 0.01 -0.04
-0.11 1.00 -0.16
0.09 -0.13 0.16
0.01 0.01 0.00
0.01 0.00 0.00
0.01 0.00 0.00
0.01 0.00 -0.01
0.01 -0.01 0.00
0.04 -0.03 0.00

***

Record 3
Below is a structure of composition C27H18N5O8PtSSe at a distorted geometry, with properties calculated with ωB97M-V with the def2-TZVPD basis set.

Results
max |F|	0.0727	Eh/bohr
spin multiplicity	5
DFT total energy	-131534.0316	eV
total charge	+1
expectation value of S²	6.049
relative energy (zero: lowest compared OMol25 entry of this formula, charge and spin)	25.2	kcal per mole
LUMO level (spin up / spin down)	-4.264 / -6.351	eV

Last column: Mulliken spin population.
Atoms and positions in Å:
Pt1 -0.369319 -3.321053 -1.150086  1.428
C1 0.533373 10.046214 0.002047  0.001
O1 1.389962 8.949535 0.399139  0.026
C2 1.002602 7.675192 0.169793  0.072
C3 2.036527 6.744034 0.042436  -0.007
C4 1.674017 5.438159 -0.087833  0.031
C5 0.343675 5.054064 -0.083232  0.030
C6 -0.626124 6.029327 -0.231666  0.038
C7 -0.379161 7.351822 0.063851  -0.013
C8 -0.082945 3.703852 0.122278  0.075
N1 -1.327043 3.258163 0.182899  -0.036
C9 -1.246009 1.940491 0.633662  0.117
C10 0.151715 1.535384 0.662054  0.195
N2 0.867425 2.695826 0.355186  -0.007
C11 0.761030 0.266021 0.615981  -0.063
C12 2.167465 0.168046 0.620239  0.095
C13 2.767743 -0.998278 0.187277  -0.007
C14 2.067290 -2.124534 -0.015609  0.098
N3 0.709543 -2.084458 0.199175  0.079
C15 0.039889 -0.927443 0.540987  0.207
C16 -2.369231 -0.294193 0.799642  0.122
N4 -3.506605 -0.948955 0.735433  -0.027
C17 -4.697652 -0.440190 0.425147  0.065
C18 -4.834676 0.917400 0.509457  -0.001
C19 -3.700782 1.648875 0.714971  0.036
C20 -2.371395 1.116982 0.741538  0.005
H1 -0.049215 10.508959 0.812001  0.001
H2 -0.258467 9.707984 -0.650457  -0.001
H3 1.114681 10.767928 -0.563700  0.001
H4 3.096062 6.988703 0.139758  -0.001
H5 2.494274 4.709887 -0.252589  -0.002
H6 -1.647450 5.745335 -0.521836  -0.002
H7 -1.204216 8.042720 0.235216  -0.002
H8 1.895760 2.747807 0.307537  0.001
H9 2.782308 0.999759 0.938214  0.004
H10 3.797229 -1.164460 0.031012  0.005
H11 2.527106 -3.090286 -0.299149  0.019
H12 -5.424513 -1.211336 0.321561  0.002
H13 -5.750474 1.505148 0.332356  0.000
H14 -3.793302 2.678497 0.876859  0.001
O2 -1.567520 -1.907682 -1.730044  0.239
Se1 -1.136827 -0.232738 -1.824589  0.271
O3 -2.469842 0.674799 -2.096365  0.280
O4 -1.258209 -1.089329 1.074148  0.075
O5 0.327022 -0.012574 -2.459119  0.238
O6 2.762656 -5.034379 -1.101339  0.075
C21 1.710815 -5.595076 -0.784249  -0.033
N5 0.463308 -4.947465 -0.672077  0.226
S1 -0.704668 -5.872225 0.126336  0.006
O7 -0.768673 -5.358475 1.494572  0.013
O8 -1.907819 -6.014564 -0.721158  0.006
C22 0.350639 -7.315652 0.087784  0.009
C23 -0.011207 -8.634284 0.362302  -0.001
C24 0.914679 -9.625885 0.166041  0.005
C25 2.254784 -9.266966 -0.144723  0.001
C26 2.665089 -7.915243 -0.281560  0.000
C27 1.642170 -6.982180 -0.270065  0.002
H15 -1.132503 -8.782490 0.546401  0.000
H16 0.696772 -10.723765 0.209280  0.000
H17 2.954957 -10.064840 -0.380138  0.000
H18 3.633273 -7.635892 -0.462979  0.000

Cartesian forces, eV/Å:
-0.60 -0.06 -0.77
-0.77 -0.29 -0.05
-0.16 0.25 -0.20
-0.82 2.13 0.49
0.05 -0.22 0.20
1.63 -0.87 0.06
-0.49 -0.84 -0.90
-2.01 0.70 0.49
1.29 -0.76 -0.43
1.32 -0.44 -0.41
0.32 -1.63 1.59
1.72 1.99 -1.62
-0.26 2.28 -0.48
-1.29 -1.10 0.59
1.01 -0.22 1.12
-0.17 -0.39 -0.83
0.93 0.81 0.64
-2.98 -0.75 0.10
-0.48 1.49 0.80
0.38 -1.88 0.99
-1.26 0.31 0.52
1.64 -1.47 -0.60
1.73 -0.50 1.28
-0.99 1.53 -0.67
1.59 -0.38 -0.09
-2.15 -0.95 0.60
0.87 -0.15 0.28
0.03 -0.36 -0.53
0.26 0.02 0.37
-0.53 0.38 -0.25
-0.66 0.36 0.45
0.42 -0.12 0.63
0.49 -0.03 -0.40
-1.17 0.17 -0.07
-0.04 0.10 -0.26
1.28 0.69 0.23
-0.56 0.62 0.00
-0.91 0.03 -0.36
0.30 -0.79 0.33
-0.03 1.47 -0.18
-0.73 1.29 -0.98
-0.94 -0.03 0.59
0.83 -0.66 -0.85
1.54 -0.14 -1.16
0.06 0.13 -0.85
-1.82 -0.57 -0.02
1.96 1.34 1.15
0.46 -1.26 -0.16
-0.92 -0.85 0.10
-0.34 -0.72 -1.91
2.34 0.36 1.80
-0.22 -0.87 0.28
-2.87 0.96 -0.08
1.56 -0.99 -0.31
-0.19 0.67 0.01
-3.08 -2.10 0.25
-0.64 0.53 -0.31
1.90 -0.28 -0.04
-0.09 1.32 0.08
0.03 0.18 0.37
2.22 0.54 -0.66

***

Record 4
Below is a structure of composition C27H19Br2FeN6, with properties calculated with ωB97M-V with the def2-TZVPD basis set.

Results
max |F|	0.0099	Eh/bohr
spin multiplicity	5
DFT total energy	-211715.1781	eV
total charge	+1
expectation value of S²	6.023
relative energy (zero: lowest compared OMol25 entry of this formula, charge and spin)	0.0	kcal per mole
LUMO level (spin up / spin down)	-3.752 / -3.891	eV

Last column: Mulliken spin population.
Atoms and positions in Å:
Fe1 -0.610547 0.138686 -0.036056  3.760
C1 -1.071956 -4.079761 3.552748  0.010
C2 -1.587092 -3.770266 2.303453  0.005
C3 -1.076267 -2.699248 1.584372  0.040
C4 -0.035173 -1.919230 2.090689  -0.045
C5 0.444645 -2.209666 3.369178  0.006
C6 -0.067332 -3.281178 4.084609  -0.004
N1 0.436368 -0.842833 1.315463  0.051
C7 1.765613 -0.471190 1.291589  -0.024
C8 2.867204 -1.261284 1.664478  0.013
C9 4.152492 -0.763277 1.574686  -0.009
C10 4.419006 0.530609 1.116247  0.011
C11 3.367427 1.336811 0.741230  -0.002
C12 2.075609 0.834522 0.815313  0.004
N2 0.890869 1.524398 0.494509  -0.008
N3 0.707975 2.689086 0.872802  0.049
C13 -0.700530 2.973184 1.009284  0.003
C14 -1.062993 4.271721 1.302290  0.005
C15 -2.381325 4.523621 1.652863  0.002
C16 -3.272259 3.464953 1.723657  0.004
C17 -2.816284 2.193770 1.407189  0.014
N4 -1.561150 1.946528 1.034977  0.016
H1 -1.448823 -4.929186 4.105957  0.001
H2 -2.384137 -4.369196 1.881240  0.000
H3 -1.476200 -2.472355 0.598143  0.019
H4 1.203823 -1.576267 3.810023  0.000
H5 0.318657 -3.489447 5.074507  0.000
H6 2.698565 -2.269927 2.016648  0.001
H7 4.978518 -1.398705 1.869128  -0.001
H8 5.435682 0.890903 1.050143  0.001
H9 3.531135 2.343443 0.377472  0.000
H10 -0.310458 5.047320 1.271089  0.000
H11 -2.700472 5.529130 1.891899  0.000
H12 -4.301153 3.612513 2.018684  0.000
H13 -3.481184 1.339037 1.446730  -0.003
Br1 2.646160 -3.099489 -5.051809  0.000
C18 1.669382 -2.335139 -3.651952  -0.002
C19 1.784348 -2.830349 -2.367096  0.001
C20 1.035026 -2.224248 -1.372807  0.009
N5 0.221850 -1.199041 -1.608321  0.022
C21 0.112239 -0.727448 -2.851302  0.042
C22 0.822114 -1.265757 -3.908755  0.000
C23 -0.836335 0.415287 -3.013141  -0.007
C24 -1.157895 0.919691 -4.259890  -0.005
C25 -2.048419 1.976359 -4.349151  0.005
Br2 -2.485936 2.690764 -6.016534  0.001
C26 -2.613815 2.487370 -3.195379  -0.003
C27 -2.249489 1.915389 -1.993637  0.000
N6 -1.371026 0.910503 -1.882381  0.016
H14 2.437124 -3.659758 -2.138596  0.000
H15 1.079463 -2.569122 -0.347455  0.008
H16 0.740624 -0.877507 -4.911946  0.000
H17 -0.733901 0.499639 -5.158247  0.000
H18 -3.316485 3.307025 -3.224342  0.000
H19 -2.683282 2.278612 -1.074492  -0.003

Cartesian forces, eV/Å:
-0.01 0.07 0.41
0.01 0.01 0.00
-0.01 0.03 0.00
-0.02 -0.08 -0.06
0.20 0.09 -0.18
0.00 0.00 0.09
0.01 0.02 -0.01
0.12 -0.26 0.33
-0.07 0.04 -0.09
-0.04 -0.01 0.02
0.02 0.03 0.00
0.04 -0.07 0.04
-0.03 0.12 0.04
-0.11 -0.09 -0.36
0.02 -0.15 0.48
-0.29 0.02 0.12
0.31 0.02 -0.18
-0.06 0.18 0.00
0.07 0.02 -0.02
0.00 -0.06 -0.03
-0.09 0.01 -0.04
0.16 -0.06 -0.12
-0.02 0.03 0.02
0.01 0.01 -0.01
0.01 -0.03 -0.01
0.03 -0.04 -0.01
0.01 0.00 -0.01
0.02 0.01 0.04
-0.01 -0.01 -0.02
0.00 -0.01 0.01
-0.04 -0.01 0.00
-0.02 0.00 0.02
0.00 0.00 -0.01
0.01 -0.02 0.03
0.00 0.00 0.00
0.05 -0.03 -0.07
-0.05 0.06 -0.02
-0.04 0.00 0.07
0.03 -0.10 0.05
-0.05 0.18 0.05
-0.14 0.12 -0.10
0.05 -0.05 -0.04
0.14 -0.19 0.05
-0.02 0.03 -0.06
0.04 -0.06 0.00
-0.03 0.04 -0.09
-0.02 0.01 0.07
0.04 -0.03 -0.01
-0.26 0.16 -0.37
-0.02 -0.01 0.01
0.02 0.01 -0.02
0.01 0.00 0.01
0.00 0.02 0.00
-0.01 -0.02 0.01
0.02 0.04 -0.01